Computed, not measured: C28H47Cl3GaN2O3PSi as an isolated structure at a distorted geometry, with the ωB97M-V functional and the def2-TZVPD basis.

For the energy above the lowest of the compared OMol25 structures with the same formula, charge and spin, the calculation gives 45.6 kJ/mol. The energy is -146031.796 eV. Its total charge is 0. For the max |F|, the calculation gives 2.20 eV/Å. For the LUMO energy, the calculation gives -0.278 eV. The calculation puts the HOMO energy at -3.408 eV.

Geometry as XYZ:
```
86
Properties=species:S:1:pos:R:3:forces:R:3:mulliken_charge:R:1
C -3.9097 0.9013 -3.7831 0.02 0.35 -0.13 -1.5525
C -3.6527 0.8326 -2.2846 1.44 0.73 0.16 1.3205
H -4.9384 1.2161 -3.9911 0.22 -0.01 0.16 0.4361
H -3.7750 -0.0494 -4.3023 -0.06 0.43 0.27 0.2503
H -3.2175 1.6376 -4.2089 -0.20 -0.11 -0.25 0.3417
C -4.6897 1.0791 -1.3941 -0.25 -0.69 0.85 -0.1659
C -5.8799 1.8800 -1.7665 -0.67 0.02 -0.36 -1.7679
H -4.6756 0.6166 -0.4116 0.23 0.27 0.00 0.4319
H -6.6885 1.2849 -2.2211 -0.24 0.21 -0.15 0.2958
H -5.6159 2.6806 -2.4796 -0.26 -0.11 0.22 0.3905
H -6.3271 2.3666 -0.8871 0.16 -0.04 -0.17 0.3715
Ga 2.2875 0.3205 -0.3607 -0.08 -0.47 0.76 0.9691
Cl 4.2651 0.9779 -1.3220 0.28 -0.25 -0.05 -0.4932
Cl -2.2204 -3.6133 -0.9014 -0.09 0.05 0.19 -0.3318
H 3.5017 -3.7001 1.3155 0.03 -0.15 -0.33 0.2539
H 6.0410 -3.6003 -1.0469 -0.32 -0.23 0.02 0.3393
C 3.3378 -4.2040 0.3511 -0.25 0.06 0.09 -0.7683
C 5.0978 -3.9961 -1.4560 0.37 0.26 -0.42 -0.9044
N 3.9405 -3.4515 -0.7513 -0.10 0.43 0.03 0.2559
H 2.2549 -4.2933 0.1955 0.29 0.05 0.02 0.2645
C 3.5641 -2.2137 -1.0158 -0.83 0.40 0.88 0.1106
O 2.6514 -1.6313 -0.3342 1.41 -0.62 -0.66 -0.2909
H 5.0442 -3.6868 -2.5078 0.05 -0.25 0.24 0.3471
H 4.0929 -1.6990 -1.8287 -0.19 -0.05 0.18 0.4018
H 3.7902 -5.1982 0.3575 -0.14 0.21 0.11 0.3460
H 5.1039 -5.0858 -1.3917 -0.09 0.23 -0.07 0.2961
H -1.5784 -1.5495 0.3541 -0.15 0.04 0.20 0.0312
H -2.9869 0.4080 2.8309 0.19 0.09 0.05 0.3611
C -1.7650 -1.5291 1.4274 -0.01 -0.06 -0.23 -0.9391
C -1.9317 0.2984 3.0996 0.15 0.10 -0.05 -0.8875
N -1.2248 -0.2940 1.9708 0.90 0.09 0.24 0.5177
H -1.3195 -2.4105 1.9027 0.08 0.14 -0.05 0.3536
C -0.0684 0.1815 1.5282 -0.17 -0.34 -0.73 0.3103
O 0.6204 -0.3956 0.6282 -0.37 0.43 1.33 -0.7493
H -1.5073 1.2797 3.3272 -0.08 -0.19 -0.01 0.1691
H 0.2647 1.1420 1.9464 -0.27 -0.22 0.04 -0.0796
H -2.8392 -1.5488 1.6188 0.10 0.07 -0.19 0.4055
H -1.8576 -0.3500 3.9833 0.02 0.09 -0.20 0.3604
O -2.5019 -0.2359 -1.7522 -0.73 -1.26 0.77 -0.3850
C -2.1713 1.0944 -1.9226 -0.12 2.11 -0.61 -1.3682
C -2.3408 2.2493 0.4095 -0.09 -0.11 0.25 -0.2447
C -1.7936 2.1337 -0.8746 0.16 -0.38 -0.88 0.7711
H -3.2173 1.6582 0.6579 0.33 -0.21 0.04 0.1411
C -1.8106 3.1576 1.3382 0.06 0.24 -0.08 -0.8567
H -1.5344 1.2038 -2.8108 0.21 0.34 0.23 0.4284
C -0.9028 3.1677 -1.2637 -0.06 -0.32 0.07 -0.1680
H -2.2049 3.2060 2.3625 0.08 -0.03 -0.48 0.5866
C -0.7939 4.0366 0.9671 0.03 0.09 0.48 -0.3834
C -0.3899 4.0935 -0.3668 -0.14 -0.16 -0.30 -0.9873
H -0.5723 3.2120 -2.2972 -0.02 -0.11 0.06 0.4157
H -0.3336 4.7061 1.7002 -0.30 -0.09 -0.15 0.5117
H 0.3055 4.8636 -0.7163 -0.18 -0.30 0.16 0.4410
Si -1.8334 -3.1741 -2.8948 -0.37 -1.57 -0.95 0.5632
Cl 1.0419 0.8607 -1.9313 -0.49 0.27 -1.24 -0.2681
C -2.2858 -4.8646 -3.6651 0.79 -0.23 0.28 -1.1656
C 0.0096 -2.8010 -3.0467 0.18 0.22 -0.21 -0.7124
C -3.0766 -2.1930 -3.8493 0.38 0.38 0.03 -0.7819
H -3.3138 -5.1379 -3.3769 0.32 0.21 -0.08 0.2742
H -1.6158 -5.6721 -3.3352 -0.21 0.03 -0.12 0.2873
H -2.2383 -4.7948 -4.7597 0.00 -0.08 0.17 0.3325
H -3.9298 -1.9637 -3.2002 0.20 0.29 -0.28 0.2871
H -3.4108 -2.7349 -4.7527 0.21 0.10 0.52 0.4283
H -2.5427 -1.2897 -4.1540 -0.44 -0.05 0.10 0.0663
H 0.3226 -1.8702 -2.5494 -0.30 -0.21 -0.06 -0.0577
H 0.3120 -2.7080 -4.1108 -0.24 -0.12 0.47 0.4326
H 0.5868 -3.6285 -2.6010 -0.25 0.16 -0.14 0.2268
C 3.3787 3.4120 1.0948 -0.13 0.10 0.07 -1.2451
P 3.1338 1.6642 1.5560 0.17 0.18 0.31 0.9439
C 4.8405 1.1055 1.8657 0.09 0.07 0.10 -1.4820
C 2.4721 1.6899 3.2796 0.01 0.13 0.10 0.5520
C 1.7762 2.7899 3.8190 0.01 -0.26 0.08 -0.1364
C 1.3304 2.7388 5.1509 0.07 0.06 -0.20 -0.5601
C 1.6317 1.6403 5.9610 0.00 0.11 -0.11 -0.5498
C 2.3644 0.5727 5.4344 -0.10 0.03 -0.12 -0.6751
C 2.7589 0.5796 4.0956 -0.21 0.28 0.01 -0.6815
H 4.0810 3.4606 0.2465 -0.35 -0.08 0.33 0.4212
H 3.7909 3.9440 1.9693 -0.12 -0.15 -0.38 0.4673
H 2.4168 3.8556 0.8038 0.26 -0.05 0.03 0.2195
H 5.2210 1.7162 2.6953 0.06 -0.27 -0.17 0.4520
H 4.8391 0.0444 2.1423 0.16 0.27 -0.08 0.3489
H 5.4339 1.2580 0.9568 -0.18 -0.11 0.33 0.5176
H 1.5861 3.6907 3.2160 0.01 -0.57 0.27 0.2032
H 0.7510 3.5760 5.5567 0.30 -0.33 -0.17 0.4164
H 1.3060 1.6227 7.0102 0.16 0.01 -0.56 0.3801
H 2.6255 -0.2699 6.0728 -0.09 0.15 -0.17 0.4013
H 3.3091 -0.2691 3.6783 -0.23 0.26 0.26 0.1909
```
Forces are in eV/Å.

***

Computed, not measured: C28H47Cl3N2O3PPrSi as an isolated structure at a distorted geometry, with the ωB97M-V functional and the def2-TZVPD basis.

For the energy above the lowest of the compared OMol25 structures with the same formula, charge and spin, the calculation gives 224.9 kJ/mol. The energy is -107729.355 eV. Its total charge is 0. For the max |F|, the calculation gives 1.92 eV/Å. The expectation value of S² is 2.002. For the LUMO energy (alpha / beta), the calculation gives 0.238 / 0.238 eV. The multiplicity is 3. The calculation puts the HOMO energy (alpha / beta) at -7.854 / -7.855 eV.

Geometry as XYZ:
```
86
Properties=species:S:1:pos:R:3:forces:R:3:lowdin_spin:R:1
C 2.8326 -2.7888 -2.7511 -0.32 -0.23 -0.08 0.0003
C 2.3330 -1.8429 -3.8071 -0.61 -0.03 -1.15 -0.0002
H 2.2319 -3.7035 -2.7367 -0.03 0.03 0.17 0.0000
H 2.8323 -2.3540 -1.7489 -0.10 -0.02 -0.08 0.0003
H 3.8557 -3.0991 -2.9771 0.01 0.05 0.00 0.0000
C 2.2824 -2.2117 -5.1017 0.56 0.37 0.70 0.0000
C 2.4237 -3.6024 -5.5937 0.37 -0.63 -0.38 0.0000
H 2.2342 -1.4690 -5.8975 -0.48 -0.10 0.42 0.0000
H 1.8342 -4.3349 -5.0335 0.01 0.17 0.10 0.0000
H 3.4591 -3.9568 -5.5802 0.07 -0.04 0.00 0.0000
H 2.0900 -3.6477 -6.6332 0.04 -0.11 0.06 0.0000
Pr 1.4804 0.1178 -0.1092 0.13 -0.18 -0.40 2.0302
Cl 2.8621 -0.0039 2.1557 0.03 -0.06 0.04 -0.0098
Cl 3.0819 1.9231 -1.2272 -0.02 0.25 0.26 -0.0071
C 0.4088 3.0659 0.8122 -0.30 -1.08 -0.12 0.0009
O 0.0375 1.8614 0.6396 0.53 1.62 0.71 -0.0027
N -0.4647 4.0620 0.6620 -0.13 -0.65 -0.29 0.0008
C -1.8516 3.6266 0.4354 -0.22 0.03 -0.23 0.0000
C -0.0324 5.3944 0.2197 0.37 0.03 0.22 0.0001
H 1.4489 3.2970 1.1316 -0.54 0.04 -0.49 0.0001
H -2.2219 3.0885 1.3178 0.19 0.12 -0.23 0.0000
H -1.9430 2.9579 -0.4354 0.15 0.28 0.27 0.0000
H -2.4764 4.5046 0.2765 0.10 -0.02 0.03 0.0000
H 0.7355 5.7782 0.9074 -0.28 -0.06 -0.22 0.0000
H -0.8975 6.0667 0.2210 0.30 -0.19 0.07 0.0000
H 0.4005 5.3456 -0.7924 -0.26 0.04 0.32 0.0000
H -0.6730 -4.6675 3.3944 -0.24 0.19 -0.25 0.0000
H -0.6922 -3.8837 -0.4029 -0.23 0.09 0.21 0.0000
C -1.4838 -4.2376 2.7867 -0.13 -0.12 0.46 0.0000
C -1.4965 -3.8226 0.3412 0.01 -0.19 -0.05 0.0000
N -0.9770 -3.4639 1.6609 0.25 0.51 0.12 0.0000
H -2.1503 -3.6529 3.4431 0.25 -0.15 -0.30 0.0000
C -0.1357 -2.4511 1.8328 0.63 0.70 -1.15 0.0001
O 0.3288 -1.7769 0.8664 -0.85 -1.14 1.29 -0.0032
H -2.2617 -3.1120 -0.0008 0.26 -0.22 0.11 0.0000
H 0.1569 -2.2027 2.8678 -0.07 -0.14 -0.27 0.0000
H -2.0604 -5.0478 2.3330 0.10 0.06 0.54 0.0000
H -1.9499 -4.8059 0.5019 0.08 0.25 -0.62 0.0000
O 1.0985 -0.4623 -2.2268 -1.18 -0.33 0.06 -0.0095
C 1.9098 -0.4523 -3.3663 1.58 0.52 -0.29 -0.0004
C 0.4693 0.0095 -5.4457 -0.40 0.25 -0.63 0.0000
C 1.4213 0.4461 -4.5185 0.26 -0.67 -0.06 0.0000
H 0.0786 -1.0067 -5.4252 0.24 0.67 0.10 0.0000
C 0.0311 0.8346 -6.4909 0.50 -0.13 0.02 0.0000
H 2.8383 0.0048 -3.0086 0.25 0.29 -0.32 0.0000
C 2.0449 1.6772 -4.7210 -0.36 -0.03 -0.14 -0.0001
H -0.7264 0.4611 -7.2001 0.44 0.29 0.44 0.0000
C 0.6653 2.0613 -6.6886 0.06 0.32 0.03 0.0000
C 1.6754 2.4795 -5.8054 0.13 -0.33 -0.08 0.0000
H 2.8190 1.9669 -4.0121 -0.14 0.15 -0.25 -0.0001
H 0.4039 2.6803 -7.5573 0.10 -0.22 0.46 0.0000
H 2.2480 3.3894 -5.9948 -0.36 -0.13 0.03 0.0000
Si -1.3314 -0.2002 -3.0183 0.04 1.76 -0.34 0.0000
Cl -1.0518 -2.1209 -3.8620 0.34 -0.98 0.92 -0.0001
C -2.6811 0.1697 -4.3235 -0.54 0.38 0.33 0.0000
C -0.8184 1.6812 -2.9356 0.57 -0.07 -0.07 0.0000
C -1.7429 -0.5646 -1.2213 -0.46 -0.35 0.12 0.0002
H -2.6480 1.2293 -4.6413 -0.24 -0.45 0.38 0.0000
H -3.6247 -0.0578 -3.8090 -0.23 0.29 -0.23 0.0000
H -2.6920 -0.4225 -5.2388 0.25 -0.19 0.23 0.0000
H -1.1541 -1.3726 -0.7482 -0.32 0.46 -0.59 0.0000
H -2.7975 -0.8701 -1.2100 0.04 -0.03 0.27 0.0000
H -1.6562 0.3399 -0.5990 -0.05 -0.14 -0.20 0.0000
H -0.4977 2.0319 -3.9233 -0.17 -0.04 0.15 0.0000
H -0.0055 1.9527 -2.2525 -0.05 -0.15 0.02 0.0000
H -1.6986 2.3015 -2.6687 0.06 -0.57 -0.04 0.0000
C -2.3071 -0.4161 5.1486 -0.15 -0.06 -0.32 0.0000
P -0.5694 0.1701 4.9468 0.14 -0.20 0.39 0.0000
C -0.8562 1.9846 4.8032 0.01 0.15 -0.31 0.0000
C -0.0174 0.0805 6.6952 0.31 -0.02 0.11 0.0000
C 1.3154 -0.3243 6.9078 -0.55 0.12 0.20 0.0000
C 1.8067 -0.4259 8.2055 -0.12 0.12 0.28 0.0000
C 0.9839 -0.1096 9.2971 0.23 -0.08 -0.36 0.0000
C -0.3277 0.3083 9.0869 -0.16 -0.01 -0.27 0.0000
C -0.8374 0.4028 7.7877 0.48 -0.13 0.02 0.0000
H -2.6386 -0.7668 4.1624 -0.18 0.09 0.24 0.0000
H -2.9682 0.3920 5.4847 0.01 -0.29 0.00 0.0000
H -2.3498 -1.2584 5.8502 0.01 0.20 -0.17 0.0000
H -1.8339 2.2608 5.2188 0.27 0.09 -0.05 0.0000
H -0.0586 2.5322 5.3228 -0.21 -0.15 -0.20 0.0000
H -0.8203 2.2356 3.7334 -0.09 0.13 0.29 0.0000
H 1.9441 -0.5571 6.0458 -0.15 0.04 0.25 0.0000
H 2.8356 -0.7462 8.3705 -0.26 0.08 0.00 0.0000
H 1.3771 -0.1871 10.3089 -0.09 0.01 -0.19 0.0000
H -0.9698 0.5555 9.9301 0.16 -0.04 -0.11 0.0000
H -1.8677 0.7319 7.6278 0.32 -0.12 0.07 0.0000
```
Forces are in eV/Å.

***

What is the formula in the second record?
C28H47Cl3N2O3PPrSi